[1]
This record from the OMol25 dataset describes a structure of composition C26H22IrN7S3. The level of theory is ωB97M-V/def2-TZVPD.

Total charge: +1
<S²>: 0.768
Spin multiplicity: 2
Frontier orbital gap (spin up / spin down), Eh: 0.2520 / 0.1866

CARTESIAN COORDINATES (ANGSTROEM)
1 Ir -0.84179 -0.10071 -0.99784
2 S -2.35169 1.72066 -1.63839
3 C -3.45841 0.89461 -2.60166
4 C -4.62474 1.61134 -3.02603
5 N -5.57385 2.19026 -3.31655
6 C -3.26110 -0.41981 -3.03016
7 S -1.91424 -1.35290 -2.62640
8 C -4.20909 -1.02277 -3.92140
9 N -4.97143 -1.51963 -4.62261
10 C -3.50213 0.58167 1.04044
11 C -3.00983 -0.82858 1.09862
12 C -3.75274 -1.70767 1.92117
13 C -3.35371 -2.98934 2.10303
14 C -2.16088 -3.43302 1.49707
15 C -1.66490 -4.73432 1.71673
16 C -0.48768 -5.12216 1.14240
17 C 0.22493 -4.22401 0.33685
18 C -0.24118 -2.95122 0.09465
19 S 0.68522 -1.85598 -0.89465
20 C -1.45987 -2.52816 0.67048
21 N -1.92760 -1.23478 0.44447
22 H -4.01722 0.81711 1.96977
23 H -4.22392 0.70797 0.23159
24 H -2.69212 1.28931 0.90556
25 H -4.64083 -1.32424 2.40258
26 H -3.91812 -3.66855 2.72990
27 H -2.22947 -5.40591 2.34988
28 H -0.09534 -6.11569 1.31066
29 H 1.16168 -4.53019 -0.11132
30 N 0.04221 0.89648 0.57949
31 C 0.91107 1.14076 1.30759
32 N 1.88013 1.40614 2.12142
33 C 2.18415 0.51411 3.25888
34 C 3.68251 0.26058 3.31712
35 C 4.45694 1.57762 3.33665
36 C 4.10210 2.42508 2.11589
37 C 2.60558 2.69027 2.06939
38 H 1.62048 -0.40823 3.12974
39 H 1.84081 1.00559 4.17394
40 H 3.97940 -0.33083 2.44715
41 H 3.89934 -0.33092 4.20727
42 H 5.52834 1.38141 3.35819
43 H 4.21355 2.13207 4.24858
44 H 4.40062 1.90031 1.20436
45 H 4.62833 3.38001 2.13541
46 H 2.30909 3.21814 1.16451
47 H 2.29512 3.28683 2.93220
48 N 3.29004 3.38769 -6.10542
49 C 2.68895 2.84081 -5.29539
50 C 1.93635 2.15521 -4.27968
51 C 1.67802 0.79621 -4.38893
52 C 0.93854 0.17867 -3.39955
53 N 0.45646 0.84652 -2.34096
54 C 0.72494 2.15683 -2.23154
55 C 1.45962 2.84587 -3.17088
56 H 2.04192 0.22454 -5.22996
57 H 0.72811 -0.88019 -3.44157
58 H 0.33823 2.65757 -1.35590
59 H 1.65106 3.90157 -3.04684

Formally, the Mulliken partial charges of the atoms, in units of the elementary charge, are as follows:
1. Ir 0.462
2. S -0.261
3. C 0.665
4. C -0.163
5. N -0.368
6. C 0.834
7. S -0.220
8. C -0.350
9. N -0.350
10. C -1.786
11. C 1.266
12. C -0.883
13. C -0.889
14. C 1.128
15. C -0.856
16. C -0.746
17. C -0.610
18. C 0.996
19. S -0.529
20. C -0.777
21. N 0.345
22. H 0.561
23. H 0.249
24. H 0.306
25. H 0.536
26. H 0.435
27. H 0.399
28. H 0.411
29. H 0.474
30. N -0.431
31. C 0.515
32. N 0.057
33. C -0.703
34. C -0.577
35. C -0.656
36. C -0.552
37. C -0.732
38. H 0.432
39. H 0.315
40. H 0.290
41. H 0.348
42. H 0.317
43. H 0.314
44. H 0.287
45. H 0.347
46. H 0.438
47. H 0.299
48. N -0.392
49. C -0.257
50. C 0.646
51. C -0.862
52. C -0.047
53. N 0.219
54. C -0.128
55. C -0.972
56. H 0.519
57. H 0.526
58. H 0.649
59. H 0.511

[2]
This record from the OMol25 dataset describes the molecule C26H22N2O5 in a non-equilibrium geometry. The level of theory is ωB97M-V/def2-TZVPD.

Structure (SMILES): COc1cc(/C=C(\C#N)C(=O)NCc2ccccc2)ccc1OCc1ccc(C(=O)O)cc1
Frontier orbital gap, Eh: 0.2926

CARTESIAN COORDINATES (ANGSTROEM)
1 C 2.77881 -2.30582 -0.52742
2 O 3.20444 -1.87638 0.74468
3 C 2.29522 -1.33228 1.58559
4 C 0.94090 -1.21832 1.31848
5 C 0.06356 -0.64250 2.24492
6 C -1.34977 -0.50493 2.00583
7 C -2.09246 -0.83110 0.92221
8 C -1.61709 -1.39062 -0.27271
9 N -1.31422 -1.84231 -1.28766
10 C -3.57154 -0.55827 0.99831
11 O -4.06790 -0.02153 1.96875
12 N -4.28067 -0.97971 -0.06838
13 C -5.70349 -0.73394 -0.20206
14 C -5.96356 0.32958 -1.23778
15 C -5.67374 1.65705 -0.94570
16 C -5.86840 2.64076 -1.89791
17 C -6.35338 2.30665 -3.15177
18 C -6.64088 0.98608 -3.45006
19 C -6.44292 0.00082 -2.49776
20 C 0.57412 -0.18111 3.46190
21 C 1.92350 -0.28162 3.73382
22 C 2.79296 -0.85069 2.81603
23 O 4.13169 -0.96742 3.10624
24 C 4.90558 0.18862 2.79458
25 C 4.88840 0.46461 1.31457
26 C 3.89341 1.26889 0.76821
27 C 3.79453 1.43402 -0.59961
28 C 4.70048 0.79348 -1.44063
29 C 4.62116 0.92169 -2.91106
30 O 5.37554 0.39070 -3.68823
31 O 3.60571 1.69703 -3.32688
32 C 5.70690 -0.00205 -0.89541
33 C 5.79595 -0.16644 0.47118
34 H 3.67840 -2.65157 -1.03317
35 H 2.06099 -3.12842 -0.45600
36 H 2.33572 -1.48493 -1.09935
37 H 0.54878 -1.57661 0.38288
38 H -1.92332 -0.07100 2.81904
39 H -3.79992 -1.35302 -0.87337
40 H -6.20141 -1.66926 -0.47468
41 H -6.05394 -0.40759 0.78066
42 H -5.29684 1.91210 0.03413
43 H -5.64381 3.67045 -1.66165
44 H -6.50727 3.07490 -3.89503
45 H -7.01809 0.72119 -4.42686
46 H -6.66781 -1.02983 -2.73393
47 H -0.09107 0.25983 4.18851
48 H 2.32385 0.07522 4.67104
49 H 4.52342 1.05613 3.35202
50 H 5.91241 -0.05250 3.14116
51 H 3.18437 1.76077 1.41979
52 H 3.01583 2.04922 -1.02269
53 H 3.60555 1.74017 -4.29574
54 H 6.40004 -0.48871 -1.56473
55 H 6.56131 -0.79943 0.89370

Formally, the Mulliken partial charges of the atoms, in units of the elementary charge, are as follows:
1. C -1.059
2. O -0.410
3. C 0.713
4. C -0.673
5. C 0.730
6. C -0.370
7. C 0.408
8. C -0.270
9. N -0.604
10. C 0.548
11. O -0.704
12. N -0.076
13. C -1.338
14. C 0.655
15. C -0.238
16. C -0.602
17. C -0.398
18. C -0.506
19. C -0.426
20. C -1.046
21. C -0.584
22. C 0.849
23. O -0.508
24. C -1.273
25. C 1.026
26. C -0.185
27. C -0.973
28. C 0.450
29. C 0.440
30. O -0.591
31. O -0.451
32. C -0.692
33. C -0.521
34. H 0.240
35. H 0.413
36. H 0.382
37. H 0.405
38. H 0.457
39. H 0.241
40. H 0.454
41. H 0.409
42. H 0.443
43. H 0.382
44. H 0.371
45. H 0.369
46. H 0.322
47. H 0.420
48. H 0.482
49. H 0.345
50. H 0.470
51. H 0.415
52. H 0.451
53. H 0.350
54. H 0.437
55. H 0.420

[3]
This record from the OMol25 dataset describes a structure of composition C26H22N8O2SSn. The level of theory is ωB97M-V/def2-TZVPD.

Total charge: +2
Frontier orbital gap, Eh: 0.2453

CARTESIAN COORDINATES (ANGSTROEM)
1 Sn -0.18826 -0.62822 -0.78698
2 O -0.51723 0.42419 3.39896
3 C 0.03834 0.44813 2.33396
4 N 0.63651 -0.64296 1.68093
5 C 1.43909 -1.44713 2.28641
6 C 1.85088 -1.37162 3.67286
7 C 2.82787 -2.18120 4.11068
8 C 3.50011 -3.15578 3.25551
9 C 3.16536 -3.31269 1.97173
10 C 2.09182 -2.50177 1.40840
11 N 1.67061 -2.54326 0.21124
12 C 2.26641 -3.31970 -0.80316
13 O 2.32350 -4.51761 -0.79116
14 C 2.75669 -2.45499 -1.92661
15 C 3.62150 -3.00531 -2.85505
16 C 4.15340 -2.17653 -3.83257
17 C 3.79942 -0.83916 -3.82982
18 C 2.90304 -0.38300 -2.87231
19 N 2.37415 -1.16679 -1.93513
20 C 0.12391 1.68706 1.49110
21 C 0.08060 2.92275 2.10627
22 C 0.28396 4.05733 1.33255
23 C 0.50973 3.90401 -0.02418
24 C 0.49286 2.62951 -0.57019
25 N 0.30550 1.53479 0.16938
26 H 1.36657 -0.66549 4.32902
27 H 3.14410 -2.11868 5.14403
28 H 4.27790 -3.76598 3.69439
29 H 3.63372 -4.05683 1.34327
30 H 3.87082 -4.05517 -2.78942
31 H 4.83944 -2.56709 -4.57168
32 H 4.19992 -0.15075 -4.56056
33 H 2.59414 0.65509 -2.86607
34 H -0.08632 2.97333 3.17315
35 H 0.28101 5.03934 1.78620
36 H 0.69316 4.75568 -0.66402
37 H 0.62826 2.47210 -1.63282
38 C -4.20512 2.48231 -0.50489
39 C -3.23051 1.34326 -0.46428
40 N -2.34892 1.09575 -1.35786
41 N -2.33800 1.89800 -2.46541
42 C -1.46464 1.68069 -3.47981
43 N -1.71309 2.35564 -4.60097
44 S -0.11524 0.67604 -3.37646
45 C -3.32097 0.36441 0.65456
46 C -4.46369 0.28137 1.43403
47 C -4.55700 -0.72035 2.39201
48 C -3.51106 -1.60969 2.53600
49 C -2.39812 -1.44528 1.72635
50 N -2.29331 -0.48041 0.81837
51 H -5.13864 2.18344 -0.98855
52 H -3.80762 3.35406 -1.02336
53 H -4.44530 2.80564 0.50533
54 H -3.14773 2.47756 -2.64254
55 H -2.54701 2.90278 -4.74586
56 H -1.08072 2.24573 -5.37662
57 H -5.28781 0.96415 1.29065
58 H -5.44399 -0.80510 3.00501
59 H -3.54450 -2.41174 3.25904
60 H -1.54950 -2.11386 1.81695

Formally, the Mulliken partial charges of the atoms, in units of the elementary charge, are as follows:
1. Sn 1.021
2. O -0.525
3. C -0.470
4. N 0.550
5. C 0.628
6. C -0.847
7. C -0.645
8. C -0.765
9. C -0.722
10. C 0.694
11. N 0.342
12. C -0.186
13. O -0.530
14. C 0.740
15. C -0.872
16. C -0.329
17. C -0.987
18. C -0.045
19. N 0.053
20. C 0.826
21. C -0.922
22. C -0.523
23. C -1.193
24. C 0.061
25. N 0.438
26. H 0.497
27. H 0.439
28. H 0.436
29. H 0.492
30. H 0.482
31. H 0.465
32. H 0.423
33. H 0.496
34. H 0.544
35. H 0.502
36. H 0.481
37. H 0.510
38. C -2.036
39. C 1.118
40. N 0.173
41. N -0.476
42. C 0.514
43. N -0.367
44. S -0.447
45. C 0.202
46. C -0.697
47. C -0.614
48. C -0.872
49. C -0.148
50. N 0.240
51. H 0.394
52. H 0.571
53. H 0.490
54. H 0.250
55. H 0.197
56. H 0.246
57. H 0.381
58. H 0.449
59. H 0.465
60. H 0.406

The records above yield total energy values of -2686.01421; -1489.70141; -2204.53633 a.u., respectively.